Record 1
Computed, not measured: C46H81ClGaO16 as an isolated structure at a distorted geometry, with the ωB97M-V functional and the def2-TZVPD basis.

Summary:
HOMO   -0.1427 hartree
Orbital gap   0.2001 hartree
E   -146675.56502 eV
Net charge   -1
Molar mass   995.314 g mol⁻¹

The geometry in XYZ format:
```
145
Properties=species:S:1:pos:R:3:forces:R:3:mulliken_charge:R:1
C 2.17143 -0.18908 0.17405 -0.31 0.34 0.02 -1.18
C 1.27266 1.04388 0.38409 -0.20 -0.49 -0.51 -0.14
C 0.64044 1.47052 -0.94467 -0.06 -0.21 0.51 -0.18
O 1.60915 1.58272 -1.93905 0.45 0.57 0.06 -0.44
C 1.17607 2.49470 -2.98738 -0.83 -0.72 -0.13 0.03
Ga -0.42965 1.68791 -4.02424 0.44 -0.20 0.05 0.05
C -0.29124 -0.34249 -3.84112 -0.43 -0.04 0.28 -1.15
C -1.53233 -1.10814 -3.35267 0.12 -0.25 -0.20 -0.11
C -2.77392 -0.88177 -4.22675 0.03 -0.60 -0.10 0.47
C -3.72240 -2.09417 -4.27262 -0.34 0.01 0.42 -1.31
C -4.77863 -2.01286 -3.15355 -0.44 -0.10 -0.53 -0.73
C -6.01446 -1.20146 -3.61396 0.37 0.22 0.87 -0.79
C -6.56979 -0.31774 -2.48308 -0.07 -0.12 -0.70 -0.57
C -7.65901 0.67571 -2.96340 0.46 -0.16 0.51 -0.61
C -7.35157 2.10595 -2.49107 -0.35 -0.31 -0.05 -0.25
C -8.57108 3.01296 -2.47665 0.42 -0.08 0.24 -0.78
O -9.55475 2.47056 -1.60838 -0.15 -0.03 -0.29 -0.28
C -10.80932 3.07777 -1.78306 0.01 -0.01 0.16 -0.75
C -2.15932 2.58486 -3.27836 -0.12 0.13 -0.80 -0.43
Cl -2.90485 1.76931 -1.82468 -0.04 0.07 0.15 -0.28
C -3.30131 2.88975 -4.27096 0.46 0.59 0.42 0.24
C -2.77807 3.67652 -5.48794 0.00 -0.19 0.15 -1.37
H 1.74356 -0.79370 -0.62731 0.06 -0.07 -0.01 0.35
H 3.16258 0.12719 -0.14510 0.08 -0.16 0.01 0.22
H 2.23158 -0.81560 1.06556 0.18 0.09 0.06 0.35
H 1.81657 1.87425 0.83924 0.05 0.00 0.03 0.15
H 0.43257 0.76903 1.03002 0.07 0.14 0.17 0.20
H 0.09205 2.41146 -0.79780 0.04 0.07 -0.09 0.34
H -0.11288 0.71017 -1.20319 -0.04 0.07 -0.18 -0.17
H 2.00497 2.62051 -3.68337 0.19 0.01 0.18 -0.07
H 0.95304 3.45715 -2.51618 0.14 0.15 -0.03 0.00
H -0.20699 2.06775 -5.58246 -0.20 0.11 0.03 -0.53
H 0.53657 -0.59579 -3.16804 0.09 0.18 -0.04 0.39
H -0.02176 -0.75858 -4.81983 0.04 0.11 -0.04 0.67
H -1.32141 -2.18376 -3.36987 0.01 -0.07 0.03 0.13
H -1.75039 -0.87867 -2.30609 -0.07 0.12 -0.01 0.20
H -2.44571 -0.67181 -5.24901 0.06 0.21 0.04 0.58
H -3.33946 -0.02964 -3.84614 0.07 0.17 -0.21 -0.81
H -3.17613 -3.03667 -4.18427 0.21 0.10 -0.03 0.35
H -4.24915 -2.12889 -5.23291 0.01 -0.02 -0.02 0.44
H -5.12828 -3.00202 -2.84869 0.19 -0.06 0.05 0.58
H -4.32749 -1.55626 -2.27181 0.01 0.02 0.04 0.40
H -5.72190 -0.56451 -4.45277 -0.11 0.06 -0.06 0.44
H -6.80619 -1.88124 -3.93932 0.04 0.02 -0.29 0.30
H -6.97415 -0.97830 -1.71238 0.05 0.10 0.16 0.27
H -5.72547 0.22158 -2.04979 -0.02 0.08 0.05 0.22
H -7.71402 0.62855 -4.05284 -0.13 0.11 -0.06 0.43
H -8.61882 0.36439 -2.55149 -0.12 0.08 -0.14 0.33
H -6.93231 2.04196 -1.48554 -0.01 0.15 0.05 0.40
H -6.58804 2.54940 -3.13356 0.08 0.05 0.08 0.01
H -8.29157 4.00776 -2.10526 -0.02 0.08 -0.17 0.40
H -8.96688 3.11286 -3.49518 -0.15 0.02 0.01 0.36
H -10.82801 4.10304 -1.39102 0.05 0.03 -0.03 0.28
H -11.09728 3.11046 -2.83981 -0.01 -0.03 -0.03 0.32
H -11.54237 2.48569 -1.23579 0.01 0.01 0.01 0.23
H -1.85359 3.56679 -2.90138 0.11 -0.09 0.17 0.58
H -4.00954 3.54633 -3.74926 -0.29 -0.29 0.00 0.31
H -3.80942 1.97346 -4.56584 -0.10 0.00 -0.06 -0.06
H -2.56406 3.01301 -6.32275 0.03 0.07 -0.08 0.26
H -3.48528 4.45045 -5.79500 -0.08 -0.11 -0.10 0.42
H -1.83679 4.17449 -5.24899 0.02 0.01 0.01 0.20
O -3.19287 -4.01726 -1.00393 0.08 -0.04 -0.01 -0.57
C -2.32608 -4.81471 -1.20839 -0.24 0.02 0.09 0.53
O -1.44369 -4.69656 -2.22470 0.04 -0.01 -0.07 -0.24
C -0.58539 -5.84662 -2.28228 0.07 -0.05 -0.01 -0.60
C -0.62521 -6.44880 -0.88411 -0.11 0.02 0.01 -0.11
C -2.03957 -6.09038 -0.43624 0.39 -0.02 0.02 -0.54
H -0.97856 -6.52905 -3.04074 -0.01 -0.01 0.01 0.27
H 0.40793 -5.52213 -2.58224 -0.05 0.10 -0.04 0.35
H -0.40639 -7.51235 -0.86696 0.03 -0.02 -0.06 0.17
H 0.10284 -5.94979 -0.24555 0.02 -0.03 0.00 0.20
H -2.77161 -6.84282 -0.73710 -0.05 0.02 0.03 0.27
H -2.11906 -5.91151 0.63272 -0.16 0.00 -0.01 0.26
O 2.14133 6.18376 -6.90643 -0.02 -0.07 -0.07 -0.63
C 3.11394 5.72000 -6.38406 -0.19 0.11 0.13 0.53
O 3.27783 4.39923 -6.16078 0.12 0.14 -0.08 -0.33
C 4.49225 4.17115 -5.42311 0.10 -0.07 0.18 -0.28
C 5.36193 5.38955 -5.70098 0.07 0.10 0.01 -0.58
C 4.31576 6.48572 -5.86523 0.36 -0.23 -0.04 -0.25
H 4.24277 4.07812 -4.36452 -0.09 0.01 -0.03 0.14
H 4.94816 3.24483 -5.76480 -0.19 -0.06 -0.07 0.38
H 6.08887 5.58079 -4.91316 -0.05 -0.04 0.04 0.32
H 5.90618 5.25281 -6.63804 0.00 -0.01 0.01 0.27
H 4.04825 6.93683 -4.90849 -0.06 0.02 -0.01 0.13
H 4.61719 7.25776 -6.56833 -0.19 0.11 0.04 0.33
O 1.72247 -8.70525 0.60255 -0.07 0.06 -0.05 -0.56
C 0.92658 -8.91629 1.46724 0.17 -0.05 -0.01 0.50
O -0.07217 -8.04930 1.77184 -0.01 -0.07 0.04 -0.29
C -0.81612 -8.52577 2.90515 -0.08 0.01 0.09 -0.45
C -0.56537 -10.02744 2.94816 0.07 -0.08 -0.01 -0.49
C 0.84924 -10.12372 2.38153 -0.38 -0.02 0.05 -0.44
H -0.44427 -8.01726 3.79734 0.01 -0.01 0.00 0.27
H -1.86363 -8.26958 2.76381 0.04 0.08 -0.07 0.31
H -0.67906 -10.44960 3.94476 0.02 0.05 0.02 0.33
H -1.26444 -10.53726 2.28336 -0.01 0.01 0.01 0.27
H 1.61228 -10.01491 3.15368 0.05 -0.03 -0.02 0.26
H 1.02836 -11.03624 1.82041 0.18 0.03 -0.01 0.29
O 1.72936 3.23468 6.41334 0.05 -0.07 0.08 -0.62
C 2.41372 2.71351 5.57863 -0.13 0.16 -0.06 0.48
O 3.48955 1.95708 5.89679 0.04 -0.05 0.04 -0.36
C 4.17379 1.53062 4.69641 0.19 -0.01 -0.16 -0.43
C 3.12924 1.61378 3.59539 -0.12 0.06 -0.02 -0.22
C 2.25858 2.77500 4.07246 0.12 -0.35 -0.05 -0.43
H 5.01355 2.20980 4.52246 -0.06 0.06 0.02 0.28
H 4.54843 0.52381 4.85061 -0.04 0.06 0.09 0.22
H 3.55658 1.75570 2.60550 0.03 0.01 0.02 0.39
H 2.54087 0.69524 3.57664 0.04 -0.02 -0.03 0.13
H 2.63375 3.74075 3.72900 -0.06 0.04 0.00 0.27
H 1.21399 2.67291 3.79205 -0.03 0.17 0.03 0.33
O 2.37320 5.52381 -2.78078 0.48 0.23 0.04 -0.47
C 1.67670 6.36751 -2.30760 -0.31 -0.26 -0.22 0.37
O 1.86700 6.87407 -1.05855 0.05 0.06 -0.01 -0.37
C 0.79721 7.77242 -0.72587 -0.08 0.06 0.03 -0.47
C 0.22036 8.22792 -2.06135 -0.04 -0.03 -0.10 -0.56
C 0.45186 6.99781 -2.93561 0.02 0.37 0.16 -0.07
H 0.06549 7.22784 -0.12475 -0.01 -0.01 -0.02 0.27
H 1.20332 8.58931 -0.13251 0.08 -0.06 0.02 0.32
H -0.82095 8.53704 -1.99123 0.00 -0.04 0.04 0.36
H 0.79842 9.07039 -2.44616 -0.01 0.01 0.02 0.26
H -0.36845 6.28064 -2.86629 0.03 -0.06 -0.06 0.04
H 0.63758 7.23082 -3.98060 -0.03 -0.18 -0.05 0.31
O 4.02334 -1.57062 5.06224 -0.01 -0.30 -0.06 -0.63
C 3.45428 -1.98523 6.03076 0.01 0.33 -0.02 0.53
O 2.67760 -3.09154 6.00586 0.02 -0.04 0.00 -0.37
C 2.03842 -3.27461 7.27998 -0.05 -0.03 0.12 -0.47
C 2.89967 -2.50862 8.27677 0.06 0.05 0.04 -0.41
C 3.43391 -1.37043 7.41368 -0.11 -0.29 0.18 -0.01
H 1.02403 -2.87403 7.21410 0.01 0.02 0.00 0.25
H 1.98443 -4.34082 7.48862 0.02 -0.02 -0.11 0.34
H 2.34604 -2.18261 9.15596 -0.06 0.01 -0.06 0.41
H 3.72908 -3.13469 8.60775 0.00 0.00 -0.02 0.09
H 2.76151 -0.51016 7.39141 0.06 0.05 -0.03 0.23
H 4.42890 -1.05049 7.69919 0.02 0.14 -0.09 0.04
O 6.62043 -4.06152 7.53651 -0.11 0.01 0.06 -0.56
C 7.07421 -3.21139 8.24042 0.08 -0.13 -0.16 0.47
O 6.31608 -2.20230 8.74206 0.02 0.03 0.10 -0.25
C 7.13422 -1.28213 9.48558 0.07 0.08 0.03 -0.49
C 8.37056 -2.07934 9.88123 0.07 -0.08 -0.04 -0.51
C 8.50599 -3.05227 8.71081 -0.07 0.17 0.34 -0.47
H 7.37547 -0.43736 8.83686 0.01 -0.01 0.00 0.30
H 6.56411 -0.92086 10.33822 -0.09 -0.03 -0.06 0.33
H 9.24479 -1.45303 10.04672 -0.02 0.03 -0.04 0.33
H 8.17323 -2.63398 10.79991 0.00 0.02 0.00 0.27
H 9.08946 -2.63329 7.88976 0.02 -0.05 -0.03 0.27
H 8.92029 -4.01477 8.99604 0.02 -0.05 -0.17 0.30
```
Positions in Å, forces in eV/Å.


Record 2
Computed, not measured: a 15-piece molecular cluster, C46H82N8O7S7 overall at a distorted geometry, with the ωB97M-V functional and the def2-TZVPD basis.

Summary:
HOMO   -0.2796 hartree
Orbital gap   0.2749 hartree
E   -151121.62736 eV
Net charge   0
Molar mass   1083.680 g mol⁻¹

The geometry in XYZ format:
```
150
Properties=species:S:1:pos:R:3:forces:R:3:mulliken_charge:R:1
C -3.33886 -3.14188 -4.04018 0.53 0.33 1.31 -0.66
S -3.83873 -1.39267 -3.82228 -1.59 0.39 -1.09 0.61
O -5.20439 -1.17916 -4.49863 1.84 -0.45 1.30 -0.70
C -4.15420 -1.41365 -2.00672 -0.68 -1.24 -0.22 -0.89
H -2.32112 -3.12133 -3.65047 0.42 0.00 -0.33 -0.01
H -3.32426 -3.49165 -5.07243 -0.23 0.41 0.11 0.36
H -3.82896 -3.81850 -3.34011 -0.64 0.03 -0.33 0.36
H -3.33274 -1.70266 -1.35115 0.44 0.36 -0.36 0.15
H -4.86568 -2.22992 -1.88182 -0.27 0.02 0.00 0.48
H -4.65529 -0.50844 -1.66378 0.33 0.19 -0.40 0.24
C -3.77463 2.23565 -0.07830 -0.91 0.31 0.68 0.24
S -4.76824 2.99271 -1.42609 0.95 1.92 0.12 0.51
O -3.95700 4.25961 -1.76871 -1.51 -1.70 0.67 -0.62
C -6.26456 3.49007 -0.37918 0.60 0.21 0.97 -0.91
H -3.82833 2.90375 0.78129 0.17 0.31 -0.07 -0.16
H -2.72096 2.10694 -0.32593 -0.30 -0.02 -0.55 -0.25
H -4.22753 1.30737 0.26993 0.10 -0.27 -0.40 0.27
H -6.91958 4.28233 -0.74161 0.30 -0.30 -1.04 0.39
H -5.93328 3.93442 0.55939 0.63 -0.06 0.11 0.15
H -6.88315 2.65115 -0.06035 0.15 -0.36 -0.52 0.36
C 1.92382 -1.80153 4.17774 -0.13 1.55 0.30 -0.49
S 2.18476 -1.41642 5.94042 -0.96 1.36 0.63 0.42
O 1.29094 -0.20939 6.23890 0.84 -1.51 -0.53 -0.61
C 3.85801 -0.77056 5.79642 0.59 0.32 -0.53 -0.67
H 2.81491 -2.24253 3.73102 -0.40 -0.36 -0.05 0.56
H 1.76671 -0.79322 3.79466 0.43 0.24 -0.33 -0.13
H 0.94132 -2.24394 4.01323 0.42 -0.72 0.23 0.15
H 4.53065 -1.60525 5.59914 0.04 -0.05 0.09 0.37
H 4.20199 -0.20973 6.66548 -0.48 -0.51 0.46 0.39
H 3.97629 -0.03258 5.00300 -0.42 -0.16 -0.43 -0.02
C -2.91370 6.58794 1.64621 0.26 -0.11 0.24 -0.79
S -3.33573 5.49019 3.06616 0.60 -0.88 -0.10 0.42
O -2.53223 4.19360 2.87949 -1.32 1.53 0.16 -0.73
C -2.61722 6.44746 4.50392 0.51 -0.02 -1.13 -1.02
H -3.37562 6.27935 0.70840 -0.55 -0.49 0.36 0.28
H -1.85189 6.53760 1.40513 0.20 0.18 0.57 0.17
H -3.25964 7.59783 1.86656 0.19 0.01 0.13 0.41
H -1.66468 6.86565 4.17854 -0.08 0.24 -0.09 0.28
H -2.36541 5.83720 5.37125 -0.54 -0.44 -0.28 0.35
H -3.33357 7.22646 4.76489 0.06 -0.04 -0.07 0.40
C -2.46600 0.33802 4.82619 -0.54 -0.51 -0.32 -1.11
S -2.87451 0.82905 3.10765 0.07 -0.63 -0.71 0.74
O -2.70981 -0.44249 2.25858 -0.21 1.32 0.96 -0.88
C -4.68840 1.11772 3.18447 -0.29 -0.46 0.62 -1.06
H -3.24950 -0.31920 5.20340 -0.11 0.13 0.08 0.43
H -2.26938 1.17126 5.50084 -0.18 0.14 -0.30 0.35
H -1.56737 -0.27500 4.75707 0.13 0.21 -0.22 0.26
H -5.18274 0.15102 3.28063 0.22 -0.23 -0.05 0.41
H -5.10042 1.60316 2.29978 0.61 -0.01 -0.11 0.16
H -5.02052 1.70186 4.04271 0.50 0.17 0.13 0.39
C 6.73683 0.14382 -1.98227 -0.59 0.44 1.04 -0.65
S 5.75639 -0.40398 -3.40977 -0.21 -1.63 -0.67 0.41
O 5.86465 -1.93225 -3.61087 -0.19 2.51 0.86 -0.63
C 4.09782 -0.07323 -2.66580 0.29 -0.64 0.10 -0.60
H 6.25427 -0.11629 -1.04015 0.07 -0.78 0.02 0.01
H 6.66804 1.22767 -1.88934 0.06 0.28 -0.71 0.32
H 7.79349 -0.12320 -1.96652 -0.26 -0.32 -0.46 0.40
H 4.02784 -0.73833 -1.80508 0.00 0.17 0.13 0.33
H 3.29405 -0.36997 -3.33961 0.36 -0.09 -0.34 0.09
H 3.92446 0.96649 -2.38827 0.40 0.04 0.07 0.26
C 0.32907 1.31214 -0.19682 -0.76 -0.93 0.41 -0.30
S -0.21804 -0.25780 -1.07750 1.38 0.21 0.60 0.65
O 0.93987 -0.57078 -2.01572 -0.81 0.17 0.60 -0.35
C -0.04763 -1.45210 0.34657 1.07 0.67 -0.15 -0.64
H 1.14993 1.08638 0.48386 0.24 0.01 -0.29 -0.24
H -0.49170 1.65614 0.43256 -0.21 -0.12 0.06 0.08
H 0.54288 2.12762 -0.88775 0.18 -0.36 -0.32 0.32
H -0.46250 -2.43648 0.12980 -0.68 0.39 0.01 0.01
H -0.31474 -0.97616 1.29009 -0.84 -0.17 -0.19 0.41
H 1.01298 -1.66200 0.48492 0.37 0.29 -0.45 0.27
N 0.66244 -4.05820 -5.04172 -0.61 2.10 -1.42 0.24
C 0.66385 -2.66915 -4.97333 1.01 0.69 1.29 -0.76
C 0.14614 -2.10549 -6.08897 -0.93 0.14 -0.83 -0.47
C -0.31815 -3.16172 -6.90975 0.91 -0.67 0.24 -0.68
C 0.09628 -4.29988 -6.27922 -0.73 -1.87 -0.20 -0.54
H 0.98595 -4.68504 -4.31889 -0.03 0.07 -0.30 0.22
H 1.09834 -2.07299 -4.18453 0.05 -0.54 0.40 0.72
H 0.07252 -1.07103 -6.39044 0.10 0.10 0.59 0.51
H -0.79457 -3.15854 -7.87899 0.10 0.19 0.09 0.42
H -0.02744 -5.29232 -6.68684 0.06 -0.17 0.38 0.37
N -3.52550 -2.99381 1.34524 1.26 -1.52 -0.47 0.43
C -4.75905 -3.23472 0.85152 -0.22 0.69 0.03 -0.46
C -4.79260 -4.53753 0.44399 -2.39 -0.01 -1.12 -0.82
C -3.57223 -5.15836 0.65240 1.09 0.74 0.55 -0.72
C -2.78908 -4.15112 1.18354 0.65 0.15 0.96 -0.51
H -3.12261 -2.15221 1.73185 -0.35 0.34 0.03 0.42
H -5.46289 -2.42286 0.74246 -0.16 -0.25 0.09 0.51
H -5.65614 -4.93602 -0.06778 -0.01 -0.25 0.14 0.38
H -3.30857 -6.19555 0.50709 0.06 0.18 -0.10 0.48
H -1.79504 -4.17734 1.60495 0.11 -0.17 -0.11 0.67
N 1.09246 5.36923 -2.93618 0.03 0.80 -0.54 0.09
C 0.61369 5.22832 -1.66496 -1.40 -1.00 -0.85 -1.17
C 1.65692 5.23422 -0.83441 0.87 0.48 2.28 0.37
C 2.77694 5.51159 -1.57100 2.99 1.02 -2.58 -0.91
C 2.46397 5.65163 -2.93404 -2.23 -1.10 1.77 -0.60
H 0.53302 5.21824 -3.76342 0.08 0.07 0.07 0.24
H -0.40918 5.03193 -1.37936 -0.14 0.01 -0.63 0.69
H 1.72152 5.20109 0.24315 -0.55 -0.26 -0.11 0.35
H 3.77711 5.67477 -1.19758 -0.01 -0.03 0.16 0.44
H 2.92060 5.91868 -3.87561 0.38 -0.21 0.38 0.44
N -0.28604 -6.95544 2.89190 0.70 0.27 0.05 0.05
C -0.16083 -6.15052 4.00041 -0.40 -0.50 0.81 -0.79
C 0.72651 -5.14978 3.71968 -0.68 1.06 0.24 -0.58
C 0.97434 -5.23710 2.35020 2.13 0.46 -1.04 0.41
C 0.53411 -6.42110 1.91871 -2.10 -1.19 -1.26 -1.02
H -0.88332 -7.75940 2.76142 0.22 0.26 0.30 0.21
H -0.76423 -6.29385 4.88459 0.24 -0.28 -0.01 0.39
H 1.14295 -4.35691 4.32330 -0.54 -0.26 0.37 0.44
H 1.48428 -4.58636 1.65529 0.42 0.19 0.43 0.49
H 0.57875 -6.83676 0.92291 -0.05 -0.05 0.11 0.40
N 0.05281 3.62926 2.98662 2.69 -0.55 0.19 0.61
C 1.06053 4.50468 2.63520 -0.68 0.08 0.20 -0.69
C 2.27098 3.85539 2.74642 0.12 2.22 -1.06 -0.95
C 2.05309 2.55086 3.10712 -1.16 -1.15 0.71 0.32
C 0.68187 2.45220 3.33554 -0.28 -0.60 -0.75 -1.28
H -0.93121 3.72496 2.78015 -0.25 0.34 0.41 0.27
H 0.82855 5.52674 2.37452 0.08 -0.06 -0.06 0.57
H 3.21248 4.31785 2.48927 0.02 -0.02 0.10 0.42
H 2.82787 1.79943 3.06854 -0.29 -0.24 0.58 0.42
H 0.05975 1.61546 3.61701 0.23 -0.13 0.02 0.63
N 0.69605 -6.51341 -1.78820 0.55 -0.13 -0.66 0.08
C 0.14627 -5.30318 -1.39044 1.88 0.03 -1.28 -1.16
C 1.21798 -4.40047 -1.44831 0.04 -0.15 0.49 0.52
C 2.43367 -5.10078 -1.76134 -0.88 -1.45 -0.68 -0.88
C 2.05252 -6.39353 -2.08653 -1.15 0.40 1.08 -0.65
H 0.19753 -7.32320 -2.12853 -0.27 0.27 0.37 0.24
H -0.92447 -5.22920 -1.27033 0.15 0.30 0.16 0.49
H 1.22821 -3.32440 -1.35681 -0.40 -0.04 0.38 0.28
H 3.47765 -4.82492 -1.74150 -0.26 0.63 -0.20 0.45
H 2.55646 -7.28129 -2.43912 0.28 0.23 0.15 0.48
N 5.17006 2.29806 1.66896 -0.38 -0.76 0.13 0.19
C 4.20322 1.81648 0.85252 -0.42 -0.58 -0.60 -1.31
C 4.15013 0.42505 0.99513 -1.08 1.30 -0.90 0.67
C 5.10100 0.06255 1.92710 1.13 1.08 1.92 -0.74
C 5.68813 1.25351 2.39404 0.63 -0.24 -0.57 -1.06
H 5.41000 3.27784 1.71949 0.08 -0.35 0.21 0.26
H 3.59893 2.52159 0.30111 -0.06 -0.26 -0.19 0.79
H 3.42757 -0.23772 0.54232 0.08 0.13 -0.20 0.17
H 5.26770 -0.91616 2.35224 0.15 0.04 -0.18 0.52
H 6.53821 1.48321 3.01936 -0.12 -0.44 0.20 0.49
N 0.96654 1.73856 -3.91900 -0.27 0.02 0.09 1.41
C -0.22930 2.31430 -4.21199 0.60 0.67 -1.21 -0.40
C -0.01442 3.14882 -5.33793 -0.67 -0.64 1.51 -1.32
C 1.35109 3.04300 -5.64173 0.80 0.11 -0.30 -0.49
C 1.94293 2.13409 -4.79299 -0.37 0.33 0.62 -0.75
H 1.02702 1.15696 -3.09547 0.59 -0.55 -0.31 -0.45
H -1.05669 2.00962 -3.58829 -0.31 0.38 -0.36 0.69
H -0.72141 3.78373 -5.85120 -0.11 -0.17 0.13 0.46
H 1.89287 3.65642 -6.34643 -0.09 -0.26 -0.25 0.46
H 2.96506 1.80368 -4.68124 -0.14 0.08 -0.09 0.39
```
Positions in Å, forces in eV/Å.